[1]
# C14H50O11

A cluster of 11 separate species, C14H50O11 in total at a distorted geometry (ωB97M-V/def2-TZVPD, OMol25).

XYZ file:
```
75
Properties=species:S:1:pos:R:3:forces:R:3
C -4.57529 -20.72479 12.42754 -0.7 0.5 0.2
C -3.10403 -20.61344 12.12794 0.2 -0.3 0.2
O -2.90830 -19.60458 11.15512 0.1 0.1 0.0
H -4.77889 -21.57021 13.08511 0.0 -0.1 -0.2
H -5.19187 -20.75412 11.52618 0.2 -0.5 -0.1
H -4.96261 -19.83838 12.93967 0.4 0.1 0.1
H -2.70829 -21.57160 11.76618 -0.1 0.0 0.0
H -2.56590 -20.39163 13.05819 0.0 0.1 -0.1
H -1.97009 -19.50164 10.96879 0.0 0.0 0.1
C -4.38485 -22.39045 6.58848 0.9 0.3 0.0
C -5.62831 -21.55455 6.40275 -0.3 0.4 -0.5
O -5.59742 -20.36794 7.19383 -0.7 -0.7 0.0
H -4.54392 -23.45536 6.42880 -0.1 0.0 0.0
H -3.93908 -22.22726 7.57259 -0.4 -0.2 0.2
H -3.57572 -22.07310 5.92526 -0.2 0.0 -0.2
H -6.53691 -22.12720 6.62308 0.1 -0.1 0.2
H -5.74392 -21.22165 5.36176 0.2 -0.3 -0.1
H -6.53251 -20.21743 7.43021 0.3 0.4 0.0
C -4.74446 -23.94463 10.21236 0.3 -0.3 0.8
C -4.51884 -25.35013 10.78441 -0.4 0.9 0.3
O -5.59537 -26.21292 10.42586 0.4 -0.3 -0.2
H -5.60705 -23.52279 10.72837 -0.3 0.0 -0.4
H -4.86330 -23.95429 9.13161 -0.1 0.1 0.0
H -3.91446 -23.28998 10.49474 0.1 -0.1 -0.2
H -4.56150 -25.25851 11.87322 0.2 -0.1 0.0
H -3.53540 -25.74077 10.51399 -0.1 -0.2 -0.1
H -5.27954 -26.77171 9.70997 -0.2 0.0 0.0
C -7.93369 -21.76632 9.50499 -0.1 0.4 0.7
C -8.04875 -20.23722 9.49957 0.3 -0.9 -1.0
O -8.24243 -19.85105 8.11969 0.0 0.3 0.1
H -7.07958 -22.15980 8.95507 0.2 0.4 -0.1
H -8.82770 -22.19228 9.04913 -0.1 -0.1 0.2
H -7.81494 -22.09873 10.54038 -0.2 -0.3 -0.1
H -7.12075 -19.76940 9.82840 -0.1 0.1 0.0
H -8.88811 -19.85595 10.08373 0.1 -0.2 0.2
H -9.16372 -20.05510 7.88429 0.2 0.1 0.1
O -10.88488 -19.90326 7.28447 -0.2 -0.2 -0.3
H -11.82382 -20.04686 7.44931 0.1 -0.1 0.0
H -10.74358 -20.20171 6.36008 -0.2 0.0 0.0
O -11.27917 -18.20548 9.53509 0.2 -0.3 -0.1
H -10.90007 -18.72442 8.80235 -0.2 0.4 0.3
H -12.23071 -18.33613 9.47261 0.1 0.1 0.0
O -7.12518 -17.18474 7.72536 -0.2 0.0 -0.1
H -7.50509 -17.09504 6.84536 0.0 -0.1 0.1
H -7.51668 -17.99801 8.08324 0.1 0.2 -0.2
O -4.32373 -18.59442 8.86787 0.0 -0.6 -0.2
H -4.72921 -19.21835 8.23004 0.4 0.5 0.3
H -3.77583 -19.15464 9.44032 -0.3 0.3 0.0
O -7.30297 -17.02212 10.74198 -0.2 -0.1 0.2
H -8.21038 -16.69899 10.68467 0.1 0.0 -0.1
H -7.28000 -17.54757 11.54952 0.0 0.1 0.0
C -8.53319 -21.07138 3.19384 0.3 0.1 0.3
C -9.08580 -20.55886 4.52528 0.0 -0.1 -0.6
C -8.90870 -19.06457 4.59236 0.3 0.9 0.0
O -10.48538 -20.89493 4.66663 0.1 0.0 0.1
H -9.00737 -20.54988 2.35876 -0.2 -0.1 0.0
H -8.62351 -22.14978 3.07684 -0.2 0.0 0.0
H -7.47451 -20.81485 3.11962 0.0 -0.1 0.1
H -8.60758 -21.05929 5.36911 0.1 0.0 0.0
H -9.17989 -18.61386 5.54818 -0.1 -0.2 0.1
H -9.48927 -18.55687 3.81424 -0.2 -0.2 0.0
H -7.88003 -18.76280 4.37839 0.1 -0.2 0.2
H -10.94525 -20.51758 3.90541 0.0 0.0 0.1
C -11.40763 -22.29704 10.49138 -0.7 -0.5 0.0
C -12.52526 -23.15212 9.90336 0.6 -1.2 0.3
C -12.12767 -23.80168 8.57732 0.1 0.9 -0.7
O -12.73192 -24.22657 10.85121 -0.6 0.6 -0.1
H -11.27853 -21.39050 9.90192 0.4 -0.1 -0.1
H -10.53485 -22.94606 10.54470 0.3 0.4 -0.1
H -11.66405 -22.01106 11.51098 -0.1 0.0 0.0
H -13.43605 -22.55706 9.78518 -0.1 -0.1 0.0
H -11.27333 -24.47691 8.62652 0.1 0.2 0.5
H -11.85672 -22.97886 7.90186 0.0 -0.2 -0.2
H -12.90196 -24.38302 8.07185 -0.3 0.2 0.3
H -13.55295 -24.64876 10.57430 0.1 -0.2 0.2
```
Forces are in eV/Å.

Kohn-Sham gap in Ha: 0.3470
Spin multiplicity: 1
Energy above the lowest of the compared OMol25 structures with the same formula, charge and spin in kcal/mol: 6.07
Electronic energy in eV: -37850.4723
LUMO level in eV: 0.10

Here are the Löwdin charges for atoms 1 to 6, given in e:
1. C -0.09
2. C -0.32
3. O -0.08
4. H 0.08
5. H 0.06
6. H 0.08



[2]
# C14H50O14

A cluster of 11 separate species, C14H50O14 in total at a distorted geometry (ωB97M-V/def2-TZVPD, OMol25).

XYZ file:
```
78
Properties=species:S:1:pos:R:3:forces:R:3
C 13.82318 2.94757 -13.72857 -1.1 0.1 -0.2
C 15.07012 3.65897 -14.19583 -0.3 0.4 0.2
O 15.22128 3.64527 -15.62740 0.3 -0.5 0.9
O 13.73398 2.82621 -12.31002 0.5 -0.2 -0.3
H 13.68867 1.97760 -14.20727 0.4 -0.2 -0.1
H 12.94912 3.52826 -14.02337 -0.1 0.3 -0.4
H 15.92105 3.22231 -13.67298 0.3 -0.2 -0.6
H 15.00414 4.69076 -13.85066 0.1 0.2 0.1
H 14.40880 3.95334 -16.03552 -0.1 0.1 0.1
H 13.05392 2.15885 -12.19275 0.0 0.0 0.5
C 18.39735 1.69836 -20.61904 -0.1 -1.5 1.9
C 19.44135 2.48744 -19.90100 -0.3 2.1 0.0
O 19.27516 2.64915 -18.48829 0.1 -0.9 -0.1
O 18.47914 0.34794 -20.18366 0.1 -1.1 -1.0
H 18.51072 1.75723 -21.70153 0.0 -0.2 0.1
H 17.39818 2.00096 -20.30569 -0.2 0.8 -0.4
H 19.28163 3.48188 -20.31773 0.7 0.5 -0.3
H 20.46769 2.15665 -20.06012 -0.2 -0.2 -0.1
H 18.35218 2.83232 -18.29815 -0.2 0.1 0.0
H 18.26087 0.25506 -19.25342 0.0 0.3 0.1
C 22.63571 -3.91708 -7.67090 -0.1 -0.4 0.5
C 22.71203 -2.65342 -8.39400 1.2 2.2 1.1
O 21.75419 -1.71077 -7.87512 -0.6 -0.2 -0.9
O 21.49709 -4.57975 -8.10049 -0.7 -2.0 -0.6
H 22.58676 -3.83250 -6.58529 0.3 0.5 0.2
H 23.56351 -4.44513 -7.89104 -0.3 -0.7 -0.2
H 22.63234 -2.82354 -9.46769 -0.5 0.3 0.1
H 23.68344 -2.20375 -8.18842 0.4 0.0 -0.4
H 22.09742 -1.35178 -7.05358 0.1 -0.1 0.0
H 20.68324 -4.12144 -7.87865 0.3 0.4 0.2
C 20.82433 1.07541 -12.83003 -1.1 0.1 0.2
O 21.21860 -0.24059 -13.23729 0.5 0.8 0.5
H 20.58544 1.74082 -13.65965 0.0 -0.2 -0.2
H 19.94908 1.01541 -12.18319 -0.5 -0.2 -0.2
H 21.47656 1.65122 -12.17342 1.1 -0.7 -0.3
H 20.83036 -0.44087 -14.09214 -0.1 0.2 0.0
C 20.14924 6.62177 -13.51678 0.6 0.2 -1.1
O 20.28715 7.95621 -13.04922 0.0 -0.2 0.6
H 19.44315 5.96957 -13.00280 -0.1 0.3 0.2
H 19.91534 6.70351 -14.57824 -0.5 -0.4 -0.1
H 21.12731 6.14088 -13.53203 0.1 0.0 0.5
H 19.49588 8.21938 -12.57358 0.0 0.0 0.0
C 25.61106 2.21959 -9.16783 -0.6 0.0 -1.0
O 26.69676 1.33604 -8.95309 -0.3 -0.1 0.1
H 25.34153 2.32886 -10.21831 0.8 0.3 -0.5
H 24.64306 1.80171 -8.89135 0.3 -0.2 1.2
H 25.79758 3.20659 -8.74457 -0.2 -0.1 0.2
H 27.28499 1.39364 -9.70957 0.0 0.0 0.0
C 16.80075 -1.75830 -15.39702 1.3 0.9 0.0
O 18.03499 -2.00585 -16.14704 -1.5 0.0 0.4
H 15.87208 -2.17551 -15.78640 0.3 -0.4 -0.3
H 16.95007 -2.01321 -14.34781 -0.1 -0.4 0.0
H 16.69456 -0.67351 -15.40253 -0.1 0.0 -0.1
H 18.03753 -2.93140 -16.40190 0.1 -0.2 0.0
C 27.73120 0.76763 -14.81999 -0.5 0.0 1.4
O 26.64836 0.02408 -14.21343 0.7 -0.4 -0.5
H 28.67870 0.24737 -14.67980 -0.3 -0.6 -0.2
H 27.57500 0.99705 -15.87407 0.0 0.1 0.1
H 27.86644 1.63328 -14.17154 0.0 0.7 -0.6
H 25.81402 0.47162 -14.37214 0.1 0.1 -0.1
C 23.86743 5.55936 -17.14671 -2.0 0.9 -0.2
O 25.12824 6.19531 -17.15531 0.5 -1.2 -0.1
H 23.20584 6.23497 -16.60453 -0.5 -0.2 0.2
H 23.38848 5.40593 -18.11374 0.4 0.5 -0.6
H 23.67248 4.56665 -16.74097 1.5 0.0 0.7
H 25.01177 7.02938 -17.61613 0.0 0.0 0.0
C 19.98240 -5.60095 -14.67197 -0.9 -0.7 0.8
O 18.79332 -6.02148 -15.33934 0.0 0.0 -0.9
H 19.61125 -5.19326 -13.73169 0.8 0.7 0.1
H 20.59619 -6.46109 -14.40454 0.2 -0.1 -0.2
H 20.56467 -4.92337 -15.29643 -0.3 0.1 0.2
H 18.09883 -6.19788 -14.70045 0.2 0.0 0.1
C 16.45266 -1.32112 -9.69570 -0.3 -1.5 -1.5
O 17.32237 -1.37221 -8.61116 0.1 0.9 1.0
H 15.39491 -1.42797 -9.45522 0.1 0.4 0.7
H 16.55281 -0.50038 -10.40596 0.2 0.4 0.3
H 16.66533 -2.23717 -10.24681 -0.2 -0.1 -0.7
H 18.16249 -0.99788 -8.88630 0.1 0.0 0.1
```
Forces are in eV/Å.

Kohn-Sham gap in Ha: 0.3694
Spin multiplicity: 1
Energy above the lowest of the compared OMol25 structures with the same formula, charge and spin in kcal/mol: 91.63
Electronic energy in eV: -43985.7242
LUMO level in eV: 0.10

Here are the Löwdin charges for atoms 1 to 6, given in e:
1. C -0.27
2. C -0.24
3. O -0.07
4. O -0.06
5. H 0.12
6. H 0.11



[3]
# C14H53B2O15

A cluster of 10 separate species, C14H53B2O15 in total at a distorted geometry (ωB97M-V/def2-TZVPD, OMol25).

XYZ file:
```
84
Properties=species:S:1:pos:R:3:forces:R:3
O -0.02001 -0.90896 -4.67162 0.8 -0.5 0.1
H -0.78525 -1.36444 -5.03014 -0.5 0.1 -0.2
H -0.02193 -0.79487 -3.71842 -0.1 -0.2 1.9
H 0.23354 -0.06283 -5.04762 0.2 1.4 -1.2
B 0.65077 -0.80507 -0.68059 0.2 0.0 -0.4
H 1.26903 0.01405 -1.01381 2.6 3.2 -1.5
H -0.34885 -0.68901 -1.06986 -4.5 0.7 -1.6
H 0.98385 -1.76822 -1.03504 1.7 -3.9 -1.6
H 0.66015 -0.83857 0.39785 -0.2 -0.1 4.3
B 1.21429 3.00355 -6.14564 0.0 -0.2 0.2
H 0.33503 2.56117 -6.58772 -3.8 -1.8 -2.1
H 1.47420 3.96369 -6.56376 0.7 3.8 -1.5
H 1.06785 3.00734 -5.07663 -0.7 0.4 4.5
H 2.05112 2.34326 -6.31295 3.5 -2.9 -0.8
C 4.44713 -1.01135 3.97121 0.5 1.0 -1.3
C 4.46814 0.50373 4.26227 0.0 -0.7 0.0
O 4.27432 0.69335 5.63951 0.3 0.7 0.9
O 5.65136 -1.66430 4.35076 -0.1 0.2 0.8
H 4.40146 -1.17001 2.89379 -0.7 0.2 -0.2
H 3.55425 -1.40197 4.45935 0.0 -0.3 0.1
H 3.73096 1.05378 3.67737 -0.5 -0.4 -0.2
H 5.38897 1.02095 3.99271 0.4 -0.5 0.2
H 3.38699 0.45158 5.91479 -0.1 -0.1 -0.3
H 5.47347 -2.60766 4.34438 0.1 0.0 0.0
C -0.37007 5.60502 -0.25917 0.3 0.8 -1.4
C -0.67685 6.80698 0.63507 -0.2 -0.9 -0.8
O -1.60916 7.66827 -0.03013 0.1 -0.2 0.2
O 0.55022 5.99654 -1.32150 -0.7 -0.3 1.2
H -1.31850 5.29171 -0.69554 -0.3 0.2 -0.2
H -0.04294 4.70379 0.25934 0.5 0.3 0.4
H 0.20671 7.39810 0.87592 0.2 -0.4 0.2
H -1.15843 6.34308 1.49587 0.1 0.3 0.5
H -1.82378 8.33424 0.62715 -0.2 0.2 -0.2
H 0.52664 5.30869 -1.99077 0.1 -0.1 -0.2
C 7.36275 0.82479 -3.20767 -1.8 -0.8 1.2
C 5.90752 0.28102 -3.14422 -0.2 1.0 -0.7
O 5.76160 -0.69408 -2.14920 0.4 -0.5 0.4
O 7.63122 1.41182 -1.90842 0.4 0.2 -1.4
H 7.37499 1.53948 -4.03057 0.3 0.4 0.5
H 8.05478 0.01169 -3.42693 0.2 0.0 0.0
H 5.50717 -0.06012 -4.09891 0.6 -0.5 -0.5
H 5.22173 1.10918 -2.96554 0.3 0.4 0.5
H 4.88701 -0.61165 -1.76203 -0.1 0.0 0.1
H 7.63359 0.68751 -1.27837 -0.2 -0.2 0.0
C -3.78086 -4.17817 1.91098 -0.6 2.9 1.1
C -4.98987 -3.77827 2.76620 -1.4 -0.6 -2.0
O -5.30838 -4.78012 3.64127 0.5 -1.2 2.5
O -2.58595 -3.96863 2.70072 -0.5 -0.9 -0.5
H -3.81305 -3.39322 1.15540 0.3 -0.5 -0.8
H -3.97602 -5.17717 1.52110 0.6 0.0 0.1
H -5.89650 -3.87393 2.16873 0.1 0.9 -1.0
H -5.03866 -2.79427 3.23253 0.8 0.2 -0.1
H -4.55927 -4.78055 4.24163 0.0 -0.6 0.6
H -2.08726 -3.26892 2.27257 0.2 -0.1 0.0
C -3.03233 1.80228 4.51189 2.0 -0.4 -1.0
C -4.00793 2.66692 5.21717 -1.5 0.2 0.2
O -3.72752 2.68797 6.63893 0.3 -0.2 -1.1
O -3.36058 1.60338 3.10894 -0.6 0.4 1.2
H -2.85435 0.84486 5.00154 -0.4 -0.1 0.1
H -2.08250 2.33432 4.56547 0.3 -0.1 0.0
H -4.99983 2.28703 4.97238 -0.3 -0.2 0.5
H -3.99922 3.64947 4.74536 0.3 0.3 0.3
H -4.44986 3.06530 7.14631 -0.2 0.1 -0.4
H -2.55039 1.41919 2.62803 0.1 0.0 0.1
C 4.18106 -6.63076 -1.42754 -0.7 -0.1 -1.6
C 2.87966 -7.21969 -2.05510 0.8 0.9 1.6
O 3.12352 -7.81865 -3.31450 -0.4 0.2 0.1
O 4.87155 -7.66935 -0.79798 0.6 -0.2 1.0
H 4.00915 -5.77694 -0.77215 -0.2 -0.5 0.5
H 4.79416 -6.22202 -2.23074 0.1 0.1 -0.3
H 2.09224 -6.46603 -2.04799 -0.1 0.1 -0.5
H 2.58185 -7.95461 -1.30724 -0.2 -0.4 -0.4
H 2.82380 -7.16670 -3.95226 0.2 -0.2 -0.3
H 5.11734 -8.32431 -1.45541 0.0 0.0 -0.1
C -6.65092 1.29097 -2.31294 -1.4 1.1 0.4
C -7.30654 1.58239 -0.90392 -0.4 -0.4 -0.9
O -8.75077 1.64415 -0.97618 0.8 -0.2 -0.1
O -7.15253 2.22081 -3.29158 0.0 -0.3 0.1
H -7.01285 0.33628 -2.69463 0.2 -0.1 0.3
H -5.56156 1.32830 -2.31472 0.1 -0.1 0.4
H -7.01961 2.53814 -0.46539 0.7 0.0 -0.1
H -7.05988 0.78167 -0.20671 0.1 0.0 0.0
H -8.92712 2.55240 -1.23227 -0.4 -0.1 -0.2
H -7.09931 3.12115 -2.96272 0.3 0.1 0.1
```
Forces are in eV/Å.

Charge: -1
Kohn-Sham gap in Ha: 0.2298
Spin multiplicity: 1
Electronic energy in eV: -47430.1091
LUMO level in eV: 0.53

Here are the Löwdin charges for atoms 1 to 6, given in e:
1. O 0.38
2. H 0.18
3. H 0.16
4. H 0.18
5. B -0.46
6. H -0.11



Question: Which of these has the highest Kohn-Sham gap?
Answer: C14H50O14



Question: The highest LUMO level belongs to which entry?
Answer: C14H53B2O15